--- a ---
One molecule with the formula C5H8OS2, computed with the ωB97M-V functional and the def2-TZVPD basis.

Geometry as XYZ:
```
16
Properties=species:S:1:pos:R:3:mulliken_charge:R:1
C -2.56 -1.56 0.28 -0.642
C -2.22 -0.32 0.56 -0.223
C -0.99 0.34 0.06 0.343
S -0.82 1.95 0.03 -0.252
S 0.04 -0.90 -0.75 -0.055
C 1.62 0.02 -0.95 -0.814
C 2.39 0.31 0.35 -0.317
O 2.46 -0.92 1.06 -0.479
H -3.40 -2.07 0.74 0.243
H -2.00 -2.11 -0.46 0.227
H -2.86 0.30 1.20 0.295
H 1.45 0.98 -1.44 0.406
H 2.26 -0.55 -1.63 0.375
H 1.79 1.01 0.92 0.271
H 3.34 0.79 0.08 0.304
H 2.69 -0.57 1.96 0.317
```

Computed properties:
LUMO energy	-0.7	eV
2S+1	1
frontier orbital gap	8.098	eV
structure (SMILES)	C=CC(=S)SCCO



--- b ---
One molecule with the formula C5H8OS2, computed with the ωB97M-V functional and the def2-TZVPD basis.

Geometry as XYZ:
```
16
Properties=species:S:1:pos:R:3:mulliken_charge:R:1
C 0.80 1.57 -0.97 -1.124
C 0.10 0.26 -0.63 0.608
S 1.36 -1.05 -0.80 -0.178
C 2.00 -0.35 0.85 -0.515
O 1.13 0.59 1.40 -0.396
C -0.14 0.21 0.83 -0.241
C -1.33 0.65 0.01 0.070
S -2.72 -0.37 0.01 -0.243
H 0.18 2.43 -0.67 0.260
H 1.69 1.68 -0.38 0.280
H 1.05 1.66 -2.01 0.341
H 2.19 -1.24 1.53 0.336
H 2.97 0.13 0.63 0.309
H -0.36 -0.83 1.26 0.117
H -1.57 1.69 0.04 0.248
H -1.99 -1.48 0.41 0.126
```

Computed properties:
LUMO energy	0.7	eV
2S+1	1
frontier orbital gap	9.435	eV
structure (SMILES)	C[C@@]12SCO[C@H]1[C@@H]2S



Most stable = a